# 1
{
  "formula": "CH5FOP2",
  "method": "ωB97M-V with the def2-TZVPD basis set",
  "elements": ["C", "O", "P", "P", "F", "H", "H", "H", "H", "H"],
  "xyz": [[1.911, 0.106, 0.082], [0.508, 0.446, 0.272], [-0.788, -1.019, -0.113], [-2.178, 0.690, -0.186], [-3.634, -0.051, 0.074], [2.338, 0.318, 1.042], [2.253, 0.855, -0.722], [2.041, -1.004, -0.348], [-0.532, -1.175, -1.414], [-1.918, 0.833, 1.314]],
  "e_above_lowest_kcal_mol": 40.50,
  "largest_force_ha_per_bohr": 0.08590,
  "total_charge": 0,
  "gap_ev": 8.826,
  "spin_multiplicity": 1
}

=====

# 2
{
  "formula": "CH5FOP2",
  "method": "ωB97M-V with the def2-TZVPD basis set",
  "elements": ["C", "O", "P", "P", "F", "H", "H", "H", "H", "H"],
  "xyz": [[-1.785, -0.051, -0.091], [-0.472, -0.491, 0.012], [0.618, 0.777, 0.288], [2.168, -0.617, -0.154], [3.526, 0.273, 0.220], [-1.894, 0.925, -0.578], [-2.410, -0.084, 0.964], [-2.323, -0.793, -0.734], [0.271, 1.363, -0.977], [2.301, -1.302, 1.049]],
  "e_above_lowest_kcal_mol": 24.25,
  "largest_force_ha_per_bohr": 0.07165,
  "total_charge": 0,
  "gap_ev": 8.707,
  "spin_multiplicity": 1
}

=====

# 3
{
  "formula": "CH5FOSi",
  "method": "ωB97M-V with the def2-TZVPD basis set",
  "elements": ["C", "O", "F", "Si", "H", "H", "H", "H", "H"],
  "xyz": [[-0.368, -1.110, 0.746], [1.309, 0.924, -1.271], [-0.150, -1.152, 2.113], [-0.074, 1.093, -0.398], [-1.374, -1.450, 0.532], [0.134, -1.933, 0.287], [1.552, 0.153, -1.772], [0.011, 1.729, 1.048], [-1.041, 1.746, -1.284]],
  "e_above_lowest_kcal_mol": 30.59,
  "largest_force_ha_per_bohr": 0.08276,
  "total_charge": 0,
  "gap_ev": 9.798,
  "spin_multiplicity": 1
}

=====

# 4
{
  "formula": "CH5FOSi",
  "method": "ωB97M-V with the def2-TZVPD basis set",
  "elements": ["C", "O", "F", "Si", "H", "H", "H", "H", "H"],
  "xyz": [[-0.745, 0.196, -1.580], [0.603, -1.270, 2.954], [-0.836, 1.227, -0.600], [1.025, -0.687, 1.441], [-0.344, -0.655, -1.008], [-0.006, 0.559, -2.334], [1.234, -1.026, 3.571], [2.577, -0.457, 1.949], [-1.681, 0.096, -1.989]],
  "e_above_lowest_kcal_mol": 25.73,
  "largest_force_ha_per_bohr": 0.07267,
  "total_charge": 0,
  "gap_ev": 8.670,
  "spin_multiplicity": 1
}

=====

# 5
{
  "formula": "CH5FP2",
  "method": "ωB97M-V with the def2-TZVPD basis set",
  "elements": ["C", "F", "P", "P", "H", "H", "H", "H", "H"],
  "xyz": [[-0.899, 0.351, 0.134], [-1.002, 0.757, -1.175], [-1.803, -0.709, 1.045], [0.569, 1.114, 0.979], [1.734, -0.876, -0.677], [1.842, -0.832, -1.478], [-2.943, -0.904, 0.211], [1.458, 1.217, -0.272], [1.044, -0.119, 1.234]],
  "e_above_lowest_kcal_mol": 76.96,
  "largest_force_ha_per_bohr": 0.04995,
  "total_charge": 0,
  "gap_ev": 9.164,
  "spin_multiplicity": 1
}

=====

# 6
{
  "formula": "CH5FeO3",
  "method": "ωB97M-V with the def2-TZVPD basis set",
  "elements": ["O", "Fe", "O", "H", "O", "H", "C", "H", "H", "H"],
  "xyz": [[-0.830, -1.167, 1.664], [-1.378, 0.213, 0.342], [-0.537, -0.737, 2.853], [-0.749, -1.471, 3.468], [0.134, 0.334, -0.773], [0.861, -0.341, -0.465], [0.239, 0.829, -2.111], [-0.704, 1.327, -2.353], [1.066, 1.549, -2.154], [0.438, -0.005, -2.795]],
  "e_above_lowest_kcal_mol": 0.00,
  "largest_force_ha_per_bohr": 0.03929,
  "total_charge": 3,
  "gap_ev": [11.210, 6.721],
  "s2": 12.016,
  "spin_multiplicity": 7
}

=====

# 7
{
  "formula": "CH5IN2",
  "method": "ωB97M-V with the def2-TZVPD basis set",
  "elements": ["C", "N", "N", "I", "H", "H", "H", "H", "H"],
  "xyz": [[1.017, 0.153, 0.091], [0.507, -1.149, -0.017], [-2.315, 1.207, -0.656], [-0.745, 1.718, 0.315], [0.943, -1.739, -0.704], [1.566, 0.395, 1.000], [1.546, 0.468, -0.796], [0.362, -1.619, 0.865], [-2.881, 0.567, -0.098]],
  "e_above_lowest_kcal_mol": 55.03,
  "largest_force_ha_per_bohr": 0.01971,
  "total_charge": 0,
  "gap_ev": 8.215,
  "spin_multiplicity": 1
}

=====

# 8
{
  "formula": "CH5IN2O",
  "method": "ωB97M-V with the def2-TZVPD basis set",
  "elements": ["C", "N", "N", "O", "I", "H", "H", "H", "H", "H"],
  "xyz": [[-0.861, -0.740, -0.266], [-0.442, 0.314, 0.599], [2.597, 1.617, -0.087], [1.404, 1.454, -0.427], [3.662, -0.216, 0.042], [-1.983, -0.689, -0.555], [-0.340, -0.648, -1.216], [-0.744, -1.691, 0.273], [-0.779, 1.216, 0.230], [2.899, 2.080, 0.864]],
  "e_above_lowest_kcal_mol": 85.26,
  "largest_force_ha_per_bohr": 0.04707,
  "total_charge": 0,
  "gap_ev": 5.739,
  "spin_multiplicity": 1
}